1.
{"formula": "C31H31AuBr2ClIN4O2Te", "method": "the ωB97M-V functional and the def2-TZVPD basis", "lumo_energy_ha": -0.04842, "e_above_lowest_kcal_mol": 0.0, "total_energy_ev": -214400.24106, "orbital_gap_ev": 5.69, "charge": 0, "elements": ["Au", "Br", "C", "C", "C", "Br", "C", "C", "C", "C", "N", "C", "C", "O", "H", "H", "H", "H", "C", "C", "C", "C", "C", "O", "C", "C", "C", "C", "C", "C", "Cl", "C", "C", "C", "N", "C", "N", "C", "N", "H", "H", "H", "H", "H", "H", "H", "H", "H", "H", "H", "H", "H", "H", "H", "H", "H", "H", "H", "H", "H", "H", "I", "Te", "C", "C", "C", "C", "C", "C", "H", "H", "H", "H", "H"], "positions_angstrom": [[0.2898, 0.2237, -0.5995], [-4.2536, 3.0216, -1.6371], [-2.5655, 3.6751, -1.0833], [-2.4326, 5.0397, -0.8105], [-1.2380, 5.5633, -0.4017], [-1.1114, 7.4277, -0.0709], [-0.1147, 4.7216, -0.2302], [1.1581, 5.1630, 0.1946], [2.1852, 4.2707, 0.3255], [1.9417, 2.9151, 0.0574], [0.7638, 2.4762, -0.3226], [-0.2636, 3.3398, -0.4960], [-1.5156, 2.7589, -0.9735], [-1.6156, 1.5150, -1.2230], [-3.2928, 5.6841, -0.9299], [1.3040, 6.2120, 0.4128], [3.1696, 4.5865, 0.6421], [2.7273, 2.1755, 0.1665], [-7.6507, -1.9614, 0.0686], [-6.7644, -0.8498, 0.6525], [-7.6511, 0.0943, 1.4777], [-6.1988, -0.0575, -0.5325], [-5.6695, -1.4739, 1.5769], [-6.3031, -2.3338, 2.5439], [-4.8258, -0.4773, 2.4010], [-4.1498, 0.7365, 1.7432], [-3.0294, 1.2752, 2.6018], [-3.2392, 1.6768, 3.9191], [-2.1987, 2.1697, 4.6917], [-0.9315, 2.2630, 4.1384], [0.3807, 2.8832, 5.1026], [-0.6932, 1.8742, 2.8332], [-1.7466, 1.3806, 2.0758], [-4.7675, -2.5158, 0.8772], [-3.6378, -2.0138, 0.1153], [-2.4397, -1.6316, 0.5657], [-1.6609, -1.2994, -0.4425], [-2.4474, -1.5238, -1.5263], [-3.6463, -1.9697, -1.2362], [-8.5591, -1.5168, -0.3419], [-7.9384, -2.6970, 0.8186], [-7.1507, -2.4782, -0.7528], [-8.3994, 0.5455, 0.8245], [-7.0815, 0.9074, 1.9298], [-8.2023, -0.4241, 2.2683], [-7.0338, 0.2269, -1.1780], [-5.5131, -0.6508, -1.1351], [-5.6935, 0.8590, -0.2409], [-6.9342, -1.8080, 3.0460], [-4.0636, -1.0802, 2.9050], [-5.4706, -0.1160, 3.2067], [-4.8839, 1.5278, 1.5757], [-3.7417, 0.5018, 0.7599], [-4.2299, 1.6142, 4.3550], [-2.3653, 2.4851, 5.7125], [0.2993, 1.9618, 2.4087], [-1.5765, 1.0826, 1.0474], [-5.3480, -3.1469, 0.2108], [-4.3704, -3.1468, 1.6715], [-2.1824, -1.5845, 1.6120], [-2.1324, -1.3296, -2.5380], [1.5188, -3.4680, 0.6940], [2.1865, -1.5557, -0.9976], [3.7576, -0.6761, 0.0795], [4.9719, -0.5226, -0.5785], [6.0336, 0.0829, 0.0833], [5.8891, 0.4912, 1.3998], [4.6789, 0.3121, 2.0595], [3.6073, -0.2689, 1.4003], [5.0930, -0.8599, -1.6005], [6.9773, 0.2185, -0.4287], [6.7240, 0.9444, 1.9181], [4.5674, 0.6323, 3.0874], [2.6563, -0.3905, 1.9052]], "forces_ev_per_angstrom": [[0.557, -0.152, -0.424], [0.029, 0.010, 0.000], [-0.006, 0.016, -0.019], [0.010, -0.018, -0.003], [0.007, -0.049, 0.004], [0.004, 0.002, 0.007], [0.004, 0.095, 0.032], [0.002, -0.030, 0.004], [-0.035, -0.012, -0.010], [0.019, 0.008, 0.047], [-0.072, -0.021, 0.096], [-0.068, -0.088, -0.092], [0.010, -0.045, 0.088], [0.063, 0.000, 0.007], [0.002, -0.002, -0.006], [0.008, 0.002, -0.011], [-0.004, 0.003, -0.001], [-0.004, 0.002, 0.025], [0.009, -0.018, -0.004], [-0.020, 0.017, 0.025], [-0.006, -0.029, 0.022], [-0.037, -0.002, -0.005], [-0.007, -0.016, -0.038], [0.033, 0.041, -0.026], [-0.008, -0.013, -0.048], [0.000, 0.014, 0.004], [-0.012, 0.011, -0.030], [0.007, 0.005, 0.001], [-0.001, -0.003, -0.006], [0.008, 0.003, 0.011], [-0.002, -0.005, -0.010], [-0.006, -0.012, 0.009], [0.018, 0.002, 0.050], [-0.025, 0.068, 0.014], [0.089, -0.189, 0.012], [0.013, 0.003, 0.023], [-0.085, -0.128, 0.115], [-0.069, 0.107, -0.017], [0.051, 0.022, 0.015], [0.015, 0.004, -0.018], [-0.017, 0.016, 0.008], [-0.002, -0.003, 0.018], [0.003, -0.002, -0.003], [0.012, 0.001, -0.007], [0.009, -0.004, -0.003], [0.002, 0.009, 0.003], [-0.045, 0.024, 0.005], [-0.017, -0.017, 0.005], [-0.001, 0.002, -0.001], [-0.009, 0.010, 0.030], [0.005, -0.001, 0.013], [-0.007, 0.010, 0.017], [-0.036, 0.042, 0.007], [0.004, 0.005, -0.008], [0.000, 0.001, -0.002], [-0.013, 0.006, 0.005], [-0.030, 0.054, 0.008], [0.010, 0.018, -0.018], [-0.007, -0.007, 0.011], [0.011, -0.026, -0.018], [0.001, -0.015, 0.010], [-0.093, -0.338, 0.370], [-0.361, 0.623, -0.434], [0.150, -0.172, 0.116], [-0.017, 0.115, 0.061], [0.014, -0.026, -0.017], [0.015, 0.005, 0.004], [-0.011, -0.004, 0.006], [-0.052, 0.105, -0.043], [0.008, -0.021, 0.011], [-0.001, -0.003, 0.004], [-0.010, 0.015, -0.004], [-0.006, -0.007, -0.003], [-0.001, -0.016, 0.004]]}


2.
{"formula": "C12H19IO7S", "method": "the ωB97M-V functional and the def2-TZVPD basis", "lumo_energy_ha": 0.00048, "total_energy_ev": -46017.74451, "orbital_gap_ev": 9.89, "smiles": "COCCCCC[C@@]1(CC(=O)I)OC(=O)O[C@H]1S(C)(=O)=O", "charge": 0, "elements": ["C", "O", "C", "C", "C", "C", "C", "C", "C", "C", "O", "I", "O", "C", "O", "O", "C", "S", "C", "O", "O", "H", "H", "H", "H", "H", "H", "H", "H", "H", "H", "H", "H", "H", "H", "H", "H", "H", "H", "H"], "positions_angstrom": [[-2.2104, -3.8517, 0.6948], [-1.0346, -3.1993, 0.2361], [-0.1551, -2.8287, 1.2827], [1.2722, -2.7532, 0.6578], [1.3638, -1.6079, -0.4278], [1.8256, -0.3086, 0.3279], [1.5674, 1.0401, -0.4429], [0.3556, 1.8602, 0.0598], [0.6702, 2.3402, 1.5197], [1.3997, 3.7121, 1.6381], [1.1798, 4.3589, 2.5826], [2.8290, 4.4970, 0.2269], [-0.0178, 3.0221, -0.7338], [-1.3245, 3.3317, -0.3884], [-1.9218, 4.2858, -0.6349], [-1.9401, 2.2641, 0.3179], [-1.0504, 1.1868, 0.0645], [-1.7202, 0.4739, -1.5229], [-0.6758, 0.7521, -2.9753], [-1.9872, -0.9488, -1.3759], [-2.9958, 1.1083, -1.8137], [-2.3928, -4.7143, 0.0158], [-3.1070, -3.1959, 0.6580], [-2.1358, -4.2562, 1.7266], [-0.4139, -1.8563, 1.7676], [-0.1201, -3.6656, 2.0215], [2.0167, -2.5315, 1.4558], [1.4642, -3.7195, 0.1544], [2.0913, -1.8691, -1.2262], [0.3802, -1.3921, -0.8922], [2.9308, -0.3941, 0.4393], [1.3772, -0.3372, 1.3424], [1.5182, 0.7866, -1.5239], [2.4936, 1.6454, -0.3355], [1.2823, 1.6145, 2.1004], [-0.2704, 2.4471, 2.1048], [-1.0387, 0.3956, 0.8450], [0.1433, 0.0022, -2.9943], [-0.3284, 1.7924, -3.1041], [-1.3201, 0.5128, -3.8489]], "forces_ev_per_angstrom": [[-0.695, -0.470, -0.382], [-0.129, -0.087, 0.959], [1.278, -0.670, -0.458], [-0.687, 0.674, -0.829], [0.017, 0.540, 1.041], [0.272, -0.253, -0.703], [0.417, -0.280, -0.497], [-0.144, -0.554, 0.435], [-0.073, -0.012, -0.279], [-0.553, -1.384, -0.593], [-0.124, 1.206, 1.378], [0.022, -0.246, -0.107], [-0.602, 0.075, 0.567], [0.146, -2.232, 0.763], [-0.544, 2.275, -0.677], [2.230, 0.108, -0.595], [0.814, -0.440, 0.853], [-3.466, -1.944, -1.739], [0.493, -0.409, -0.451], [2.044, 0.403, 0.467], [1.408, 1.408, 0.341], [0.040, 0.562, 0.396], [0.597, -0.151, -0.031], [0.234, 0.288, -0.488], [-0.125, -0.582, -0.166], [-0.177, 0.817, -0.075], [-0.354, -0.444, -0.525], [0.046, 0.368, 0.555], [-0.456, 0.212, 0.469], [0.422, -0.601, 0.210], [-0.742, 0.106, 0.260], [0.235, 0.232, -0.514], [-0.198, 0.354, 0.646], [-0.831, -0.083, -0.042], [-0.237, 0.393, -0.648], [0.633, 0.231, -0.408], [-0.736, 0.363, -0.621], [-0.378, 0.657, 0.200], [-0.107, -0.531, 0.436], [0.009, 0.103, 0.852]]}


3.
{"formula": "C4H7NO2", "method": "the ωB97M-V functional and the def2-TZVPD basis", "lumo_energy_ha": 0.02213, "e_above_lowest_kcal_mol": 21.6, "total_energy_ev": -9846.34337, "orbital_gap_ev": 10.22, "smiles": "C[C@@H](C=O)NC=O", "charge": 0, "elements": ["C", "C", "C", "O", "N", "C", "O", "H", "H", "H", "H", "H", "H", "H"], "positions_angstrom": [[0.5250, 0.6773, -1.4978], [-0.1051, 0.4167, -0.1527], [-1.5552, -0.0599, -0.2987], [-2.2781, 0.3371, -1.1699], [0.6862, -0.5433, 0.5888], [0.5186, -0.6974, 1.9353], [-0.1668, 0.0289, 2.6160], [0.6468, -0.2859, -1.9999], [1.5479, 1.0333, -1.3372], [0.0628, 1.4215, -2.1344], [-0.2262, 1.2653, 0.5246], [-1.9206, -0.7506, 0.4880], [1.1416, -1.3120, 0.1117], [1.1232, -1.5310, 2.3260]], "forces_ev_per_angstrom": [[1.308, 0.141, 0.218], [-0.823, -0.338, 0.143], [0.021, 0.130, 0.026], [-0.016, -0.101, -0.032], [-0.019, -0.586, 0.355], [0.259, 0.194, -0.436], [-0.067, -0.050, 0.154], [-0.300, 0.158, -0.326], [-0.047, 0.021, 0.073], [-0.527, -0.218, 0.071], [0.321, 0.388, -0.274], [0.077, -0.029, -0.054], [-0.106, 0.304, -0.080], [-0.081, -0.015, 0.162]]}


4.
{"formula": "C6H4O", "method": "the ωB97M-V functional and the def2-TZVPD basis", "lumo_energy_ha": -0.02677, "e_above_lowest_kcal_mol": 80.1, "total_energy_ev": -8328.96786, "orbital_gap_ev": 8.88, "charge": 0, "elements": ["C", "C", "C", "C", "C", "C", "O", "H", "H", "H", "H"], "positions_angstrom": [[3.3549, -0.7368, 0.0740], [2.0880, -0.7297, 0.1317], [0.7741, -0.4661, 0.0738], [0.1252, 0.8766, 0.1540], [-1.3365, 0.5442, 0.1191], [-1.4165, -0.7387, -0.2096], [-0.1652, -1.3556, -0.2871], [0.4926, 1.1987, -0.8345], [0.4934, 1.5912, 0.8902], [-2.1651, 1.2079, 0.3319], [-2.2449, -1.3918, -0.4434]], "forces_ev_per_angstrom": [[-0.776, -0.041, 0.086], [0.602, -0.197, -0.004], [0.008, 0.011, -0.114], [0.148, -0.009, -0.044], [0.036, -0.210, -0.165], [-0.169, 0.175, 0.108], [0.229, -0.076, 0.202], [-0.415, 0.695, 0.013], [0.029, -0.331, 0.006], [0.195, -0.083, -0.253], [0.114, 0.065, 0.165]]}


5.
{"formula": "C6H7FO5Tl", "method": "the ωB97M-V functional and the def2-TZVPD basis", "lumo_energy_ha": [-0.29675, -0.38004], "total_energy_ev": -23961.66209, "spin_multiplicity": 2, "orbital_gap_ev": [8.53, 6.25], "charge": 2, "elements": ["O", "C", "C", "O", "O", "C", "Tl", "H", "H", "H", "H", "H", "H", "O", "O", "C", "C", "C", "H", "F"], "positions_angstrom": [[-1.6207, 1.6974, -1.5623], [1.4880, -1.6083, -2.7790], [-1.2279, 0.7292, -2.4094], [2.3907, -2.2790, -2.9268], [0.5041, -0.9378, -2.9232], [0.2538, 0.5644, -2.6225], [-1.5676, 3.1119, 0.6083], [-1.6747, 0.9861, -3.4015], [-1.7516, -0.2224, -2.1839], [0.8879, 0.7691, -1.7561], [0.6148, 1.0834, -3.5128], [1.5478, -1.1322, 1.9709], [-0.7819, -1.7541, 2.3915], [-1.1838, 0.2322, 2.8062], [0.8046, 0.7958, 2.2561], [-0.4196, -0.9699, 3.0643], [0.9929, -0.5289, 2.7464], [-0.4623, 1.1589, 2.2664], [-0.5542, -1.2647, 4.1093], [1.7596, -0.4313, 3.8580]], "forces_ev_per_angstrom": [[0.551, -0.441, -0.409], [1.354, -0.650, -1.819], [-1.192, -0.374, -0.802], [-0.644, 0.381, 1.000], [-0.883, 0.176, 0.481], [1.132, 0.481, 0.397], [-0.120, 0.673, 0.826], [-0.183, -0.010, 0.284], [0.160, 0.101, 0.070], [-0.258, 0.090, -0.077], [0.109, -0.285, 0.093], [-0.556, 0.656, 0.891], [-0.018, 0.216, 0.216], [-0.602, 0.077, -0.323], [-0.076, 0.466, -0.982], [0.061, -0.533, 0.181], [0.932, -0.821, 0.216], [0.283, -0.151, 0.279], [0.098, 0.086, -0.239], [-0.150, -0.140, -0.282]]}


6.
{"formula": "CH3ClN2O2", "method": "the ωB97M-V functional and the def2-TZVPD basis", "lumo_energy_ha": [0.02094, -0.06826], "e_above_lowest_kcal_mol": 36.7, "total_energy_ev": -20676.13152, "spin_multiplicity": 3, "orbital_gap_ev": [9.26, 8.66], "charge": 0, "elements": ["C", "N", "N", "O", "O", "Cl", "H", "H", "H"], "positions_angstrom": [[1.1751, -0.2222, -0.0081], [0.0893, -0.7583, -0.7507], [-1.4355, 0.8752, -0.1024], [-0.7684, 1.6779, 0.4169], [-2.5424, 0.6290, -0.3229], [-0.6579, -2.1025, 0.0812], [1.9564, -0.0052, -0.7278], [0.7260, 0.6791, 0.5165], [1.4575, -0.7731, 0.8973]], "forces_ev_per_angstrom": [[-0.666, 0.512, 1.789], [0.015, -2.283, -0.097], [0.790, -1.359, -0.968], [-0.467, 2.714, 1.297], [-2.495, 0.431, 0.024], [0.565, 0.920, -0.530], [0.323, 0.288, 0.275], [1.401, -0.660, -1.141], [0.534, -0.563, -0.650]]}


7.
{"formula": "C14H14Cl3GeIrN6O2S2", "method": "the ωB97M-V functional and the def2-TZVPD basis", "lumo_energy_ha": [-0.21785, -0.31578], "total_energy_ev": -146361.70448, "spin_multiplicity": 5, "orbital_gap_ev": [8.11, 6.23], "charge": 2, "elements": ["Ir", "S", "C", "C", "C", "C", "C", "C", "S", "H", "H", "H", "H", "N", "C", "N", "C", "N", "C", "C", "N", "C", "C", "N", "H", "H", "H", "H", "H", "N", "C", "C", "O", "O", "H", "H", "H", "H", "H", "Cl", "Ge", "Cl", "Cl"], "positions_angstrom": [[0.1192, -0.2065, 0.5345], [2.3246, 0.0125, 1.1073], [3.0384, -1.5251, 0.7341], [4.4155, -1.6962, 0.8579], [4.9929, -2.9109, 0.5100], [4.2077, -3.9530, 0.0347], [2.8289, -3.8015, -0.0660], [2.2412, -2.5911, 0.2868], [0.5103, -2.4403, 0.2288], [5.0276, -0.8834, 1.2263], [6.0599, -3.0470, 0.6170], [4.6690, -4.8931, -0.2335], [2.2025, -4.6106, -0.4183], [-4.0400, -0.9179, -0.1773], [-2.7953, -0.9961, -0.6453], [-1.9795, -0.5209, 0.2768], [-2.8031, -0.1633, 1.3177], [-4.0618, -0.3965, 1.0557], [-2.2588, 0.4008, 2.5433], [-3.0487, 1.0111, 3.5171], [-2.4914, 1.5778, 4.5726], [-1.1751, 1.5325, 4.6996], [-0.3797, 0.8997, 3.7451], [-0.9310, 0.3464, 2.6749], [-4.9045, -1.2037, -0.6138], [-2.5177, -1.3663, -1.6169], [-4.1275, 1.0398, 3.4255], [-0.7439, 2.0090, 5.5704], [0.6950, 0.8324, 3.8494], [-0.1679, 2.1739, -4.6665], [0.7290, 1.3071, -3.8643], [0.0003, 0.8321, -2.5841], [0.6891, 0.1592, -1.8051], [-1.2272, 1.1436, -2.4909], [0.2103, 2.3785, -5.5913], [-0.3452, 3.0515, -4.1456], [-1.0804, 1.7206, -4.7529], [1.6226, 1.8560, -3.5735], [1.0318, 0.4344, -4.4399], [-3.3066, 3.7778, 0.6525], [-1.9865, 2.8483, -0.8408], [-0.1999, 2.2686, 0.4768], [-1.0438, 4.5099, -1.9887]], "forces_ev_per_angstrom": [[0.630, -1.505, 0.037], [-0.708, -0.022, -0.309], [-0.102, 0.019, -0.038], [-0.036, 0.117, 0.050], [-0.017, -0.150, -0.049], [0.156, 0.093, 0.127], [-0.238, 0.142, -0.004], [0.122, -0.116, 0.063], [-0.333, 1.264, 0.188], [0.006, 0.018, -0.012], [0.012, 0.026, -0.020], [-0.025, -0.016, -0.026], [0.040, -0.058, 0.023], [0.268, -0.028, -0.101], [-0.097, -0.052, -0.185], [0.358, 0.281, 0.214], [-0.134, -0.261, -0.404], [-0.101, 0.159, 0.369], [-0.136, 0.262, 0.502], [0.245, -0.217, -0.313], [-0.216, 0.180, 0.343], [0.056, -0.151, -0.223], [-0.028, -0.007, 0.220], [0.062, -0.168, -0.318], [0.023, -0.018, -0.040], [-0.006, -0.010, -0.013], [0.003, 0.027, -0.013], [0.053, -0.024, -0.007], [0.013, 0.040, -0.024], [-0.193, 0.374, 0.302], [0.217, -0.478, 0.715], [-0.360, -0.065, -0.168], [-0.022, 0.221, -0.061], [0.376, 0.263, 0.095], [-0.010, 0.107, -0.018], [0.035, -0.189, -0.265], [-0.064, -0.011, -0.021], [-0.043, 0.092, -0.121], [-0.067, 0.077, -0.118], [0.358, -0.351, -0.455], [0.304, 0.649, 0.011], [-0.057, 0.247, -0.193], [-0.343, -0.759, 0.258]]}


8.
{"formula": "C3H5NO2", "method": "the ωB97M-V functional and the def2-TZVPD basis", "lumo_energy_ha": 0.02495, "e_above_lowest_kcal_mol": 103.1, "total_energy_ev": -8773.22179, "orbital_gap_ev": 9.96, "smiles": "O=C1CCN1O", "charge": 0, "elements": ["O", "C", "C", "C", "N", "O", "H", "H", "H", "H", "H"], "positions_angstrom": [[-1.0544, 0.7203, 2.2285], [-0.4850, 0.4764, 1.2066], [1.0626, 0.5715, 0.3572], [0.4878, -0.2793, -0.6984], [-0.7334, -0.2887, -0.0165], [-1.6568, -1.0659, -0.6930], [1.3661, 1.5728, 0.0529], [1.9051, -0.0583, 0.8797], [0.3754, 0.0624, -1.7801], [1.2361, -1.2386, -0.7394], [-2.5033, -0.4726, -0.7976]], "forces_ev_per_angstrom": [[0.512, -0.114, -1.536], [2.116, -1.646, -2.484], [1.139, 0.355, 3.051], [2.346, -1.240, -1.852], [-0.544, -0.201, 0.604], [-3.967, 1.334, 0.579], [0.033, -0.057, 0.413], [-1.598, 1.862, -0.468], [0.257, -0.031, 1.448], [-2.543, 1.408, 0.022], [2.248, -1.670, 0.222]]}


Which formula does entry 6 have? CH3ClN2O2